The following is a quantum chemistry calculation of the molecule C5H9NO at a distorted geometry, from OMol25.

XYZ file:
```
16
C5H9NO | OMol25 | ωB97M-V/def2-TZVPD
C 1.0209 -0.9484 0.6813
N -0.2168 -0.2142 0.0736
C -1.6482 -0.5319 0.3595
C 0.1349 0.1877 -1.3269
C 0.9812 1.2867 -0.7401
C 0.3171 1.3100 0.4578
O 0.0448 1.7629 1.5410
H 0.6916 -1.5789 1.4965
H 1.8067 -0.2771 1.0832
H 1.5187 -1.5107 -0.1155
H -1.8071 -0.6453 1.4339
H -2.2908 0.3058 0.0312
H -1.9944 -1.4295 -0.1673
H -0.7566 0.5771 -1.8439
H 0.5219 -0.6557 -1.9175
H 1.7794 1.8939 -1.1250
```

Values from the calculation:
SMILES string: C[N+]1(C)CC=C1[O-]
Net charge: 0
Kohn-Sham gap: 8.18 eV
LUMO level: 0.027 Eh

These are the Mulliken partial charges, in e, on atoms 1 to 6: number 1, C, carries -0.777; number 2, N, carries 0.129; number 3, C, carries -0.883; number 4, C, carries -0.510; number 5, C, carries -0.473; number 6, C, carries 0.277